{"formula": "C8H15N3", "method": "ωB97M-V/def2-TZVPD", "elements": ["C", "C", "C", "C", "C", "C", "C", "C", "N", "N", "N", "H", "H", "H", "H", "H", "H", "H", "H", "H", "H", "H", "H", "H", "H", "H"], "positions_angstrom": [[-2.136, 2.853, 0.504], [-3.001, -1.996, 0.728], [-1.695, 1.475, 0.776], [0.282, 0.084, -0.242], [1.602, 0.185, 0.320], [-0.776, 0.711, 0.275], [-3.382, -1.490, -0.321], [3.796, -0.398, 0.409], [2.533, -0.545, -0.139], [-3.875, -1.100, -1.411], [4.766, -0.898, -0.706], [-1.450, 3.435, 1.077], [-1.903, 3.044, -0.590], [-3.344, -2.048, 1.790], [-2.096, -2.585, 0.427], [-2.407, 1.005, 1.457], [0.141, -0.515, -1.257], [1.758, 0.907, 1.075], [3.936, 0.643, 0.728], [3.964, -1.032, 1.308], [-3.931, -0.111, -1.760], [-3.179, 3.157, 0.550], [-4.297, -1.709, -2.161], [4.118, -0.852, -1.457], [4.991, -1.858, -0.518], [5.584, -0.362, -0.864]], "forces_ev_per_a": [[1.239, 0.805, -3.401], [2.397, -2.581, 3.472], [-2.089, -1.766, 0.709], [-2.088, -0.697, -1.989], [-0.329, -0.977, -1.112], [1.367, 0.430, -0.674], [-2.865, 1.735, -3.139], [1.293, 0.100, 1.647], [-1.020, -0.569, -0.635], [-0.677, 0.905, -2.313], [-1.505, 0.406, 2.037], [-0.038, 1.191, 0.466], [0.077, 0.193, 1.166], [-0.029, 0.074, -1.285], [-0.050, 0.545, 0.807], [0.473, -0.429, 0.382], [0.501, 1.143, 2.350], [0.176, 0.849, 1.122], [0.989, -0.163, -0.448], [-0.006, 0.193, -0.694], [0.857, -0.899, 0.885], [0.045, -0.565, 0.908], [0.242, 0.105, 1.578], [-0.372, -0.142, -1.647], [0.329, -0.662, -0.043], [1.085, 0.775, -0.150]], "homo_lumo_gap_ev": 8.6, "e_lumo_ev": -7.04, "homo_ev": -15.652, "relative_energy_kj_mol": 260.6, "total_energy_ha": -477.33349, "charge": 2}